Record 1
Density functional theory data (ωB97M-V/def2-TZVPD) for a cluster of 2 separate species, C5H10NO9P2S2 in total.

Atoms and positions in Å:
N -0.4731 2.4882 1.9529
C -1.1376 1.9848 0.7386
O -1.1531 2.7412 -0.2676
C -1.8894 0.5832 0.6029
C -1.0873 -0.5562 -0.1984
C 0.0755 -1.2753 0.6474
P -0.4221 -2.2222 2.2284
S -1.1698 -4.0120 1.8647
C 1.3315 -0.4103 1.1610
O 2.1020 -0.0192 -0.0042
S 2.0961 -1.4531 -0.9299
O 1.9591 -1.0216 -2.3793
O 3.3854 -2.2312 -0.6449
O 0.7312 -2.2452 -0.2504
H 0.5493 2.5621 1.8360
H -0.6777 1.9076 2.7808
H -2.2191 0.1857 1.6286
H -2.8509 0.7880 0.0011
H -0.6958 -0.2132 -1.2359
H -1.8610 -1.3828 -0.4350
H 0.7585 -2.3823 3.0609
H -1.3952 -1.3900 2.9080
H 2.1080 -1.0345 1.7534
H 0.9944 0.3835 1.9049
O -1.3122 1.3956 -3.5231
P 0.1952 1.6450 -3.7524
O 0.4565 1.9107 -5.2511
O 0.9860 0.3905 -3.3000
O 0.6560 2.8646 -2.9250

Values from the calculation:
Total energy   -2407.1616 Ha
Frontier orbital gap   1.4 eV
Molar mass   354.22 g/mol
HOMO   0.15893 Eh
Charge   -3

=====

Record 2
Density functional theory data (ωB97M-V/def2-TZVPD) for a cluster of 2 separate species, C3H5O3 in total.

Atoms and positions in Å:
C -0.8581 1.9602 -0.7663
C 2.1435 0.6011 0.2592
C 0.8808 -1.5497 0.0061
O 2.4141 1.6665 0.5396
O 2.0463 -0.5585 0.0621
O -0.4623 1.1167 -0.0405
H -1.7196 2.5979 -0.5964
H -0.1075 2.2445 -1.4931
H 0.7309 -1.8556 1.0412
H 1.1492 -2.3715 -0.5919
H -0.0028 -0.9002 -0.2821

Values from the calculation:
Total energy   -342.5302 Ha
Frontier orbital gap (alpha / beta)   6.4 / 11.3 eV
Molar mass   89.07 g/mol
Spin multiplicity   3
⟨S²⟩   2.01
Relative energy (zero: lowest compared OMol25 entry of this formula, charge and spin)   1.40 kcal/mol
HOMO (alpha / beta)   -0.40269 / -0.67343 Eh
Charge   +1

=====

Record 3
Density functional theory data (ωB97M-V/def2-TZVPD) for a structure of composition C3H7NO.

Atoms and positions in Å:
O -1.2801 -0.9767 0.9311
C -1.3957 0.2631 0.3002
C -0.2876 0.4466 -0.6858
C 1.5409 -0.1580 -0.0826
N 0.4110 -0.5792 -0.9851
H -0.7719 -1.5293 0.2996
H -1.2918 1.0573 1.0533
H -2.3413 0.3957 -0.2321
H -0.0040 1.4653 -1.0127
H 1.2157 -0.1981 0.9734
H 2.0413 0.8067 -0.2571
H 2.1635 -0.9935 -0.3020

Values from the calculation:
Total energy   -248.3721 Ha
Frontier orbital gap   8.8 eV
Molar mass   73.09 g/mol
Relative energy (zero: lowest compared OMol25 entry of this formula, charge and spin)   96.86 kcal/mol
HOMO   -0.31125 Eh

=====

Quick rundown of max |F|, same order as above: 8.2; 8.4; 1.4 eV Å⁻¹